# 1
Here is one molecule with the formula C5H9NO from OMol25. Energies are from wB97M-V/def2-TZVPD.

Structure (XYZ):
```
16
Properties=species:S:1:pos:R:3
O 1.6545 0.7901 -2.1474
N -1.2135 -1.2222 0.3075
C -0.2161 -0.6208 -0.5746
C 0.6600 1.3914 -1.8160
C 0.3107 -0.0663 1.9591
C 0.1453 -1.0239 0.8074
C -0.4656 0.8034 -1.0033
H 0.1165 -0.5827 2.9051
H 1.3280 0.3376 1.9918
H 0.5159 2.4510 -2.1213
H -1.3826 -2.1927 0.0595
H -0.6538 1.4635 -0.1471
H 0.7825 -1.9071 0.8717
H 0.1973 -1.2439 -1.3675
H -0.4003 0.7616 1.8893
H -1.3787 0.8609 -1.6140
```

* net charge: 0
* HOMO: -9.639 eV

These are the Mulliken partial charges, in e, on atoms 1 to 8:
1. O -0.479
2. N -0.645
3. C 0.040
4. C 0.011
5. C -1.404
6. C 0.113
7. C -0.621
8. H 0.355



# 2
Here is C33H35IN8O10Ta as an isolated structure from OMol25. Energies are from wB97M-V/def2-TZVPD.

Structure (XYZ):
```
88
Properties=species:S:1:pos:R:3
Ta -0.2615 0.4734 -0.2474
I -3.1044 -0.4498 -0.2678
O -2.5209 4.0165 4.2126
O -0.1932 -1.1674 1.0306
O 3.6440 -0.5669 -1.0835
O -0.7391 1.1907 -2.7438
O 3.1263 1.9704 1.7628
O -0.3223 -1.0027 -1.6871
O 1.1616 1.2732 1.1704
O -0.7866 2.2769 -0.4344
O 3.2353 -4.4371 1.2258
O 0.2682 1.8533 -4.6374
N -1.3654 0.9801 1.7334
N -2.1199 -1.3948 -3.0731
N 3.4316 -2.4970 0.0869
N -1.2720 -3.0708 -4.3439
N -3.4805 -2.3796 -4.7145
N -0.6093 5.7829 0.3158
N 1.6514 -0.9729 -0.0552
N 1.5082 1.5217 -1.3596
C -3.5751 -1.9541 3.7859
C 2.7617 -3.3746 0.9477
C 0.2377 1.5637 -3.3577
C -0.4624 4.7611 -1.8727
C 2.2702 1.7123 0.8317
C -1.8547 -0.2633 3.8196
C -2.0612 -0.0413 2.4695
C -0.6412 4.6593 -0.3862
C -1.0622 3.4046 1.6342
C -0.9070 -1.6146 -2.6468
C 1.4270 -2.9023 1.5095
C -1.2036 -4.1437 -5.3335
C -1.4721 2.1581 2.2491
C -1.3154 4.6708 3.8457
C 1.6367 -2.5645 3.0143
C 2.5259 1.9402 -0.6076
C 2.9713 -1.2976 -0.3918
C -2.3252 -2.3075 -4.0860
C 2.6175 2.4144 -3.2726
C -3.7744 -1.7461 2.4251
C 0.9734 -1.6756 0.8042
C -3.0057 -0.7903 1.7952
C 3.6321 2.5867 -1.1229
C 1.5334 1.8034 -2.6581
C -0.0029 -4.3509 -0.0505
C -0.2169 -2.7128 -3.4175
C 3.6972 2.7944 -2.4933
C 0.3761 -4.0216 1.3870
C 2.6404 -1.4550 3.2940
C -0.8025 5.7622 1.6321
C -1.0642 4.6069 2.3542
C -0.8301 3.4379 0.2638
C -2.6180 -1.2230 4.4740
H 3.9895 2.2864 1.4516
H -1.8145 -4.9939 -5.0299
H 4.4380 2.9316 -0.4881
H -0.7032 -5.1847 -0.0782
H -3.2291 4.6599 4.3188
H 4.5571 3.2768 -2.9379
H 0.6771 -2.3477 -3.9295
H 4.3636 -2.7740 -0.2002
H -0.5022 4.1725 4.3784
H -0.6150 1.7795 -5.0377
H 2.5911 2.6089 -4.3354
H 1.9587 -3.4956 3.4818
H 0.0631 -3.5437 -2.7670
H -4.1700 -2.6943 4.3031
H -1.1058 0.3073 4.3558
H 2.3152 -0.4992 2.8731
H -1.0136 5.6257 -2.2378
H -1.3100 5.7125 4.1657
H 0.8743 -4.6410 -0.6354
H -1.9948 2.2530 3.1977
H 2.7456 -1.3127 4.3683
H -0.8277 3.8720 -2.3830
H -2.4639 -1.3971 5.5303
H -0.7658 6.7221 2.1352
H 3.6325 -1.6929 2.9059
H -3.6583 -3.0515 -5.4439
H 0.7979 -4.8976 1.8787
H 0.5886 4.9271 -2.1230
H -0.4911 -3.4950 -0.5278
H -4.2209 -1.7489 -4.4525
H -4.5166 -2.3184 1.8846
H 0.6576 -2.3127 3.4273
H -0.5063 -3.7205 1.9545
H -1.5262 -3.7803 -6.3090
H -0.1719 -4.4711 -5.4245
```

* net charge: +3
* HOMO: -16.301 eV

These are the Mulliken partial charges, in e, on atoms 1 to 8:
1. Ta 1.403
2. I 0.362
3. O -0.531
4. O 0.293
5. O -0.630
6. O -0.357
7. O -0.394
8. O 0.026



# 3
Here is C7H10K2NO7S as an isolated structure from OMol25. Energies are from wB97M-V/def2-TZVPD.

Structure (XYZ):
```
28
Properties=species:S:1:pos:R:3
K 3.8035 -2.8470 -4.3855
K -1.7627 -1.9229 -3.1998
S 2.5727 2.8494 1.7008
O 2.6962 -3.0029 -1.7371
O 3.1947 2.7950 0.2186
O 0.6119 -2.3088 -1.7273
O 2.7460 1.5056 2.2606
O 3.2317 3.9566 2.4679
O 2.0638 -1.1552 -0.5847
O 1.0832 3.1530 1.2487
N -3.2974 -0.6080 1.5955
C 2.1654 2.4816 -0.7293
C -2.1917 -2.0702 0.4426
C 0.7903 2.7996 -0.0758
C -2.0905 -0.9055 1.0891
C -3.5235 -2.5259 0.3826
C -4.2378 -1.5504 1.1726
C 1.8098 -2.1315 -1.4456
H 0.0713 1.9821 -0.0238
H 2.4365 3.1460 -1.5498
H -1.2361 -0.2519 1.1850
H -3.7292 0.1078 2.1624
H -5.2522 -1.6597 1.5268
H -1.3141 -2.5228 0.0050
H 1.8940 1.4537 -0.9696
H 0.2851 3.6597 -0.5153
H -3.9440 -3.4207 -0.0520
H 1.1232 -1.0067 -0.4626
```

* net charge: +1
* HOMO: -10.796 eV

These are the Mulliken partial charges, in e, on atoms 1 to 8:
1. K 0.962
2. K 0.970
3. S 1.112
4. O -0.781
5. O -0.312
6. O -0.593
7. O -0.522
8. O -0.551



# 4
Here is one molecule with the formula C5H11NO from OMol25. Energies are from wB97M-V/def2-TZVPD.

Structure (XYZ):
```
18
Properties=species:S:1:pos:R:3
O 1.5100 -1.6789 -0.1132
N 1.1152 -0.7925 0.5639
C 1.2955 -0.5137 1.7815
C -1.5128 -0.5293 0.3749
C -0.2354 0.0616 -0.3106
C -0.0091 -0.3029 -1.7631
C 0.0414 1.5711 -0.1243
H 0.9706 1.8003 -0.7050
H -0.9165 0.0124 -2.3757
H -2.5352 -0.0443 0.3867
H 2.2320 -0.7297 2.3444
H -1.6358 -1.6642 0.0660
H 0.7874 0.3849 2.0744
H 0.0895 1.8070 0.9510
H 0.3206 -1.3009 -1.8293
H -1.3221 -0.6823 1.4657
H -0.8501 2.1851 -0.4611
H 0.6548 0.4162 -2.3265
```

* net charge: 0
* 2S+1: 3
* HOMO (spin up / spin down): -5.593 / -9.226 eV

These are the Mulliken partial charges, in e, on atoms 1 to 8:
1. O -0.625
2. N 0.471
3. C -0.586
4. C -1.144
5. C 0.969
6. C -1.421
7. C -1.352
8. H 0.350



# 5
Here is one molecule with the formula C6H15N from OMol25. Energies are from wB97M-V/def2-TZVPD.

Structure (XYZ):
```
22
Properties=species:S:1:pos:R:3
N -2.5272 0.3196 -0.5956
C 2.6602 -0.6792 0.0368
C 0.1282 -1.1550 -0.0346
C 1.2353 -0.4084 -0.7590
C -1.3664 1.2402 -0.6254
C -0.3795 -0.2968 1.1897
C -0.8597 1.1382 0.8965
H 2.7599 -0.2091 0.9915
H -1.5410 2.2439 -0.7964
H 0.5284 -2.0081 0.4528
H -0.0502 1.9002 0.8596
H 0.8473 0.6793 -0.5667
H -0.5829 0.7845 -1.4181
H 3.3781 -0.3372 -0.7244
H -3.0345 0.3436 -1.5243
H -2.4625 -0.5747 -0.2721
H -0.9565 -0.8049 1.9533
H -1.7360 1.3462 1.4808
H 0.5410 0.1103 1.6711
H 2.8786 -1.6811 0.2202
H 1.3182 -0.5979 -1.7672
H -0.7789 -1.3538 -0.6684
```

* net charge: 0
* HOMO: -8.695 eV

These are the Mulliken partial charges, in e, on atoms 1 to 8:
1. N -0.657
2. C -1.356
3. C -0.445
4. C -0.589
5. C -0.408
6. C -0.727
7. C -0.899
8. H 0.327



# 6
Here is C17H32CoNP as an isolated structure from OMol25. Energies are from wB97M-V/def2-TZVPD.

Structure (XYZ):
```
52
Properties=species:S:1:pos:R:3
Co -0.6457 0.9987 0.9660
P 0.6144 2.4801 0.2100
N 1.0118 -2.5459 -2.1483
C -2.0882 -0.7887 -2.7196
C -1.6667 1.5643 -3.0511
C 2.0287 -2.3099 -1.1634
C 0.8936 4.0601 1.0209
C -1.3802 -0.7629 -1.5002
C -1.5943 -0.7559 4.3216
C -2.2568 0.3718 -3.4734
C -0.2874 2.8598 -1.3667
C -0.9814 1.6068 -1.8277
C -0.9464 0.4732 -1.0119
C -0.3677 -0.1389 3.6599
C -0.2588 -3.0436 -1.7022
C 0.9097 -0.6370 4.3271
C 1.2505 -2.2090 -3.5180
C -0.3532 -0.4635 2.1468
C 2.2394 1.9418 -0.3944
C -1.0966 -2.0686 -0.8294
H 1.0276 -1.7116 4.1492
H 0.6221 -0.8446 1.7968
H -1.4861 1.7091 2.1927
H 0.8770 -0.4620 5.4077
H -2.8285 0.3409 -4.4012
H 1.9962 -3.1236 -0.4165
H 2.1832 0.9130 -0.7682
H 0.4544 3.2332 -2.0880
H 2.9221 1.9922 0.4617
H -0.6022 -1.9265 0.1360
H -1.7421 2.4732 -3.6496
H -1.5752 -1.8467 4.1971
H 3.0160 -2.2856 -1.6523
H -0.7986 2.0816 2.1863
H 1.1421 -3.1022 -4.1650
H 2.5758 2.6050 -1.2009
H -0.0342 -3.9234 -1.0684
H -1.6225 -0.5254 5.3925
H 2.2754 -1.8165 -3.6126
H 1.7894 -0.1283 3.9255
H -0.9814 3.6810 -1.1258
H 1.9182 4.0680 1.4100
H -1.1669 -1.1537 1.8691
H -0.8400 -3.3584 -2.5856
H -2.0447 -2.5835 -0.6137
H 1.8746 -1.3522 -0.6277
H 0.7489 4.8756 0.3028
H 0.1869 4.1614 1.8504
H 0.5282 -1.4492 -3.8729
H -2.5198 -0.3765 3.8751
H -0.4245 0.9438 3.8190
H -2.4959 -1.7409 -3.0694
```

* net charge: 0
* 2S+1: 4
* HOMO (spin up / spin down): -6.702 / -7.285 eV

These are the Mulliken partial charges, in e, on atoms 1 to 8:
1. Co -0.741
2. P 1.213
3. N 0.289
4. C -0.563
5. C -0.756
6. C -0.780
7. C -1.317
8. C 0.838



Look up the net charge of the fourth one.
0